Entry 1:
Computed, not measured: a molecular structure, C29H17FeN4S3 in a non-equilibrium geometry, with ωB97M-V with the def2-TZVPD basis set.

Results
Expectation value of S²: 8.78
HOMO level (spin up / spin down) (hartree): -0.2963 / -0.3099
LUMO (spin up / spin down) (Ha): -0.019 / -0.065
Gap between HOMO and LUMO (spin up / spin down) (eV): 7.54 / 6.65

ORCA input file:
```
! RIJCOSX wB97M-V def2-TZVPD def2/J DEFGRID3
* xyz 0 6
Fe 1.48 -1.11 -0.55
S 3.79 -1.73 -0.54
C 4.08 -1.05 1.03
C 5.35 -0.56 1.34
C 5.62 -0.01 2.58
C 6.89 0.54 2.87
N 7.91 1.00 3.12
C 4.61 0.03 3.57
C 3.35 -0.47 3.27
C 3.07 -1.00 2.02
S 1.46 -1.61 1.74
C 4.86 0.57 4.85
N 5.03 0.98 5.91
H 6.13 -0.60 0.58
H 2.57 -0.44 4.02
N 0.55 8.77 -0.34
C 0.68 7.63 -0.39
C 0.85 6.23 -0.47
C -0.15 5.39 0.04
C 0.02 4.02 -0.02
C 1.19 3.48 -0.59
C 2.16 4.33 -1.13
C 1.99 5.70 -1.07
C 1.38 2.09 -0.56
C 1.55 0.88 -0.48
H -1.04 5.81 0.49
H -0.73 3.36 0.37
H 3.04 3.91 -1.59
H 2.74 6.36 -1.47
N -0.65 -1.31 -1.04
S -1.85 -1.59 -2.04
C -2.19 -3.37 -1.89
C -1.23 -4.16 -1.28
C -1.41 -5.54 -1.24
C -2.53 -6.10 -1.83
C -3.48 -5.30 -2.45
C -3.30 -3.92 -2.49
C -3.35 -0.98 -1.20
C -3.94 0.17 -1.71
C -5.04 0.71 -1.06
C -5.54 0.11 0.08
C -4.94 -1.04 0.58
C -3.84 -1.59 -0.06
H -0.93 -1.37 -0.06
H -0.35 -3.71 -0.84
H -0.67 -6.16 -0.76
H -2.66 -7.17 -1.82
H -4.34 -5.74 -2.91
H -4.04 -3.29 -2.97
H -3.54 0.63 -2.59
H -5.50 1.61 -1.44
H -6.40 0.53 0.59
H -5.33 -1.50 1.47
H -3.38 -2.47 0.34
*
```

---

Entry 2:
Computed, not measured: a molecular structure, C29H18Cl5N7O2Ti, with ωB97M-V with the def2-TZVPD basis set.

Results
Expectation value of S²: 0.77
HOMO level (spin up / spin down) (hartree): -0.3289 / -0.3948
LUMO (spin up / spin down) (Ha): -0.115 / -0.125
Gap between HOMO and LUMO (spin up / spin down) (eV): 5.82 / 7.34
Relative energy (zero: lowest compared OMol25 entry of this formula, charge and spin) (kcal per mole): 5.9

ORCA input file:
```
! RIJCOSX wB97M-V def2-TZVPD def2/J DEFGRID3
* xyz 1 2
Ti -0.11 0.13 0.19
N -2.76 -3.07 -1.41
C -1.89 -2.38 -0.67
N -1.60 -1.13 -0.87
C -2.31 -0.42 -1.85
N -2.25 0.86 -1.83
N -1.44 1.32 -0.82
C -1.53 2.62 -0.59
C -0.72 3.08 0.47
C -0.69 4.42 0.90
C 0.06 4.76 1.99
C 0.79 3.75 2.65
C 0.74 2.47 2.16
N 0.02 2.11 1.07
C -3.13 -1.15 -2.80
C -3.71 -0.56 -3.92
C -4.50 -1.31 -4.76
C -4.73 -2.66 -4.49
C -4.16 -3.27 -3.39
C -3.36 -2.50 -2.55
H -2.93 -4.04 -1.19
H -1.42 -2.90 0.15
H -2.19 3.24 -1.18
H -1.28 5.15 0.36
H 0.09 5.78 2.35
H 1.38 3.96 3.52
H 1.31 1.69 2.64
H -3.52 0.49 -4.11
H -4.95 -0.86 -5.63
H -5.36 -3.25 -5.15
H -4.33 -4.31 -3.17
O -0.85 -0.64 1.70
C -0.57 -1.19 2.87
C -1.62 -1.64 3.69
C -1.35 -2.22 4.91
C -0.03 -2.38 5.35
C 1.00 -1.93 4.55
C 0.75 -1.33 3.31
C 1.84 -0.82 2.49
N 1.72 -0.20 1.31
C 2.99 0.17 0.92
C 3.88 -0.25 1.84
N 3.14 -0.86 2.83
H -2.63 -1.50 3.34
H -2.16 -2.56 5.53
H 0.17 -2.83 6.30
H 2.02 -2.05 4.91
H 3.17 0.71 0.01
H 4.95 -0.17 1.90
H 3.51 -1.28 3.66
Cl 5.17 -2.69 -4.31
C 3.95 -1.88 -3.43
C 3.20 -2.56 -2.47
Cl 3.51 -4.22 -2.16
C 2.22 -1.89 -1.75
Cl 1.30 -2.72 -0.54
C 1.94 -0.54 -1.97
O 1.01 0.12 -1.31
C 2.70 0.14 -2.94
Cl 2.38 1.81 -3.17
C 3.69 -0.52 -3.66
Cl 4.61 0.34 -4.82
*
```

---

Entry 3:
Computed, not measured: a molecular structure, C29H19Cl2HgN2O4S3, with ωB97M-V with the def2-TZVPD basis set.

Results
Expectation value of S²: 0.79
HOMO level (spin up / spin down) (hartree): 0.0158 / -0.0680
LUMO (spin up / spin down) (Ha): 0.150 / 0.150
Gap between HOMO and LUMO (spin up / spin down) (eV): 3.64 / 5.92
Relative energy (zero: lowest compared OMol25 entry of this formula, charge and spin) (kcal per mole): 0.0

ORCA input file:
```
! RIJCOSX wB97M-V def2-TZVPD def2/J DEFGRID3
* xyz -2 2
Hg -0.23 0.40 -0.35
O 0.62 -0.63 -2.28
C 0.36 -1.85 -2.57
C 0.16 -2.21 -3.94
C -0.08 -3.50 -4.35
C -0.15 -4.54 -3.42
C 0.02 -4.22 -2.08
C 0.26 -2.92 -1.63
C 0.39 -2.69 -0.19
N 0.83 -1.60 0.41
C 0.74 -1.83 1.77
C 0.25 -3.08 1.99
N 0.05 -3.63 0.74
H 0.21 -1.39 -4.65
H -0.23 -3.70 -5.41
H -0.33 -5.56 -3.72
H 0.00 -5.04 -1.37
H 0.98 -1.05 2.47
H 0.00 -3.61 2.89
H -0.47 -4.46 0.55
Cl -0.88 6.14 4.48
C -0.44 4.65 3.63
C 0.01 3.58 4.38
C 0.36 2.42 3.66
Cl 0.92 1.04 4.60
C 0.27 2.26 2.27
O 0.60 1.15 1.71
C -0.23 3.42 1.53
C -0.46 3.45 0.15
O -0.31 2.56 -0.78
C -0.56 4.60 2.26
H 0.11 3.62 5.45
H -0.82 4.42 -0.22
H -0.94 5.46 1.72
O -2.01 -0.99 -0.22
C -3.31 -0.57 -0.09
C -3.43 0.65 0.82
C -2.70 0.86 1.95
C -3.03 2.07 2.62
C -4.02 2.75 1.99
S -4.52 1.95 0.55
C -4.10 -1.72 0.53
C -5.27 -1.74 1.23
C -5.68 -3.05 1.59
C -4.80 -4.00 1.15
S -3.47 -3.30 0.33
C -3.92 -0.28 -1.46
C -5.21 -0.09 -1.86
C -5.32 0.19 -3.25
C -4.10 0.19 -3.87
S -2.83 -0.13 -2.78
H -1.91 0.18 2.27
H -2.52 2.43 3.50
H -4.43 3.72 2.25
H -5.80 -0.83 1.50
H -6.57 -3.28 2.15
H -4.86 -5.07 1.30
H -6.05 -0.16 -1.19
H -6.25 0.36 -3.76
H -3.90 0.35 -4.92
*
```

---

Entry 4:
Computed, not measured: a molecular structure, C29H19Co2F6O6 in a non-equilibrium geometry, with ωB97M-V with the def2-TZVPD basis set.

Results
HOMO level (hartree): -0.1329
LUMO (Ha): 0.091
Gap between HOMO and LUMO (eV): 6.08
Relative energy (zero: lowest compared OMol25 entry of this formula, charge and spin) (kcal per mole): 0.0

ORCA input file:
```
! RIJCOSX wB97M-V def2-TZVPD def2/J DEFGRID3
* xyz -1 1
O 2.53 5.04 5.37
C 2.03 4.20 4.75
Co 1.25 2.89 3.81
C -0.14 3.36 4.77
O -1.05 3.70 5.40
C 0.82 3.57 2.23
O 0.47 3.96 1.20
C 0.54 1.05 3.67
C 0.34 0.29 2.51
C -0.66 -0.43 1.91
C -1.00 -0.24 0.45
C -2.37 -0.74 -0.04
C -3.46 -0.51 1.01
C -3.11 -1.22 2.31
C -1.69 -0.94 2.85
Co 2.05 0.78 2.79
C 3.05 2.33 3.21
O 4.15 2.76 3.14
C 2.60 1.06 1.15
O 3.07 1.33 0.12
C 3.15 -0.54 3.27
O 3.88 -1.41 3.48
H 0.12 0.75 4.64
H -1.14 0.84 0.52
H -2.63 -0.13 -0.91
H -2.35 -1.79 -0.36
H -3.61 0.56 1.20
H -4.42 -0.88 0.63
H -3.84 -0.96 3.09
H -3.20 -2.30 2.15
H -1.32 -1.86 3.33
H -1.78 -0.25 3.71
F 2.04 -5.76 -3.61
C 2.77 -4.87 -2.87
F 3.58 -5.60 -2.05
F 3.59 -4.20 -3.75
C 1.89 -3.91 -2.11
C 2.38 -3.35 -0.94
C 1.63 -2.36 -0.30
C 0.52 -1.79 -0.96
C 0.05 -0.36 -0.58
C -0.38 0.53 -1.79
C -0.16 0.16 -3.11
C -0.72 0.89 -4.17
C -1.40 2.07 -3.88
C -1.94 2.90 -5.01
F -2.51 4.07 -4.59
F -0.93 3.24 -5.88
F -2.88 2.23 -5.73
C -1.52 2.53 -2.58
C -0.97 1.79 -1.53
C -0.10 -2.56 -1.95
C 0.62 -3.58 -2.60
H 3.36 -3.63 -0.57
H 1.97 -1.98 0.67
H 0.96 0.15 -0.21
H 0.44 -0.72 -3.34
H -0.64 0.53 -5.18
H -2.04 3.46 -2.36
H -1.01 2.23 -0.53
H -1.12 -2.34 -2.30
H 0.26 -4.04 -3.51
*
```

---

Entry 5:
Computed, not measured: a molecular structure, C29H20AsClF2NPRuS4, with ωB97M-V with the def2-TZVPD basis set.

Results
Expectation value of S²: 0.83
HOMO level (spin up / spin down) (hartree): -0.1449 / -0.1502
LUMO (spin up / spin down) (Ha): 0.081 / 0.052
Gap between HOMO and LUMO (spin up / spin down) (eV): 6.15 / 5.49
Relative energy (zero: lowest compared OMol25 entry of this formula, charge and spin) (kcal per mole): 3.8

ORCA input file:
```
! RIJCOSX wB97M-V def2-TZVPD def2/J DEFGRID3
* xyz -1 2
Ru 0.36 0.00 -1.34
Cl 2.50 1.13 -0.76
C 2.44 1.26 0.98
C 3.63 1.57 1.63
C 3.64 1.69 3.00
C 2.46 1.50 3.72
C 1.29 1.20 3.05
C 1.25 1.07 1.67
P -0.28 0.67 0.71
C -1.27 2.19 0.94
C -0.67 3.42 1.22
C -1.44 4.57 1.29
C -2.81 4.51 1.07
C -3.41 3.29 0.80
C -2.64 2.13 0.74
C -1.21 -0.49 1.80
C -1.39 -1.80 1.37
C -2.10 -2.70 2.14
C -2.67 -2.30 3.34
C -2.53 -0.99 3.77
C -1.81 -0.08 2.99
H 4.53 1.71 1.04
H 4.56 1.92 3.52
H 2.47 1.59 4.80
H 0.38 1.05 3.62
H 0.40 3.48 1.36
H -0.96 5.52 1.49
H -3.41 5.41 1.11
H -4.48 3.23 0.61
H -3.12 1.19 0.51
H -0.97 -2.10 0.42
H -2.23 -3.72 1.79
H -3.23 -3.01 3.94
H -2.99 -0.66 4.69
H -1.75 0.95 3.31
F 2.95 -3.66 1.83
C 2.55 -3.30 0.58
C 1.73 -2.20 0.43
C 1.30 -1.79 -0.84
C 1.76 -2.54 -1.95
C 2.57 -3.65 -1.73
F 3.04 -4.39 -2.77
C 2.99 -4.06 -0.48
C 1.38 -2.05 -3.28
C 1.54 -2.72 -4.49
C 1.14 -2.12 -5.67
C 0.59 -0.85 -5.63
C 0.45 -0.23 -4.40
N 0.83 -0.81 -3.26
H 1.43 -1.67 1.33
H 3.63 -4.92 -0.35
H 1.95 -3.72 -4.50
H 1.25 -2.64 -6.61
H 0.27 -0.33 -6.53
H 0.02 0.76 -4.30
S -3.86 3.34 -4.02
As -4.08 1.88 -2.57
S -1.87 0.66 -2.23
S -0.46 2.14 -2.24
S -5.61 0.48 -2.67
*
```

---

Entry 6:
Computed, not measured: a molecular structure, C29H20AuCl2O3PSSe2, with ωB97M-V with the def2-TZVPD basis set.

Results
Expectation value of S²: 2.05
HOMO level (spin up / spin down) (hartree): -0.2757 / -0.2989
LUMO (spin up / spin down) (Ha): -0.001 / -0.095
Gap between HOMO and LUMO (spin up / spin down) (eV): 7.48 / 5.56

ORCA input file:
```
! RIJCOSX wB97M-V def2-TZVPD def2/J DEFGRID3
* xyz 0 3
Au 0.37 1.36 -0.23
Cl 6.20 -2.87 1.90
C 5.28 -1.50 1.44
C 5.85 -0.56 0.58
C 5.12 0.53 0.20
Cl 5.77 1.69 -0.86
C 3.74 0.73 0.65
O 3.04 1.63 0.19
C 3.24 -0.24 1.62
C 1.94 -0.06 2.33
O 1.42 1.01 2.52
C 3.98 -1.34 1.95
H 6.86 -0.70 0.21
H 1.51 -0.99 2.73
H 3.59 -2.08 2.63
Se -2.26 1.30 -0.60
P -2.05 3.46 -0.53
Se 0.08 3.84 -0.35
C -3.00 4.15 0.84
C -2.37 4.54 2.02
C -3.14 5.02 3.07
C -4.51 5.11 2.96
C -5.14 4.72 1.78
C -4.39 4.24 0.72
C -2.74 4.26 -2.00
C -2.91 5.65 -1.98
C -3.38 6.30 -3.10
C -3.69 5.58 -4.25
C -3.52 4.20 -4.27
C -3.04 3.54 -3.15
H -1.30 4.46 2.11
H -2.65 5.32 3.99
H -5.10 5.49 3.78
H -6.22 4.79 1.68
H -4.88 3.94 -0.20
H -2.67 6.21 -1.09
H -3.51 7.37 -3.09
H -4.06 6.09 -5.13
H -3.76 3.64 -5.16
H -2.90 2.47 -3.16
C 1.10 -9.87 -0.68
C 0.98 -8.37 -0.58
O 0.14 -7.72 -1.15
S 2.23 -7.63 0.47
C 1.85 -5.91 0.29
C 0.70 -5.39 0.86
C 0.41 -4.05 0.73
C 1.28 -3.19 0.04
C 2.43 -3.73 -0.53
C 2.71 -5.08 -0.41
C 0.98 -1.80 -0.08
C 0.74 -0.61 -0.19
H 0.19 -10.26 -1.12
H 1.27 -10.31 0.30
H 1.95 -10.12 -1.32
H 0.03 -6.04 1.40
H -0.49 -3.64 1.17
H 3.10 -3.08 -1.08
H 3.60 -5.50 -0.87
*
```

---

Entry 7:
Computed, not measured: a molecular structure, C29H20Cl72O3 in a non-equilibrium geometry, with ωB97M-V with the def2-TZVPD basis set.

Results
HOMO level (hartree): -0.3697
LUMO (Ha): -0.002
Gap between HOMO and LUMO (eV): 10.01

ORCA input file:
```
! RIJCOSX wB97M-V def2-TZVPD def2/J DEFGRID3
* xyz 0 1
C 1.10 0.32 3.88
C 0.24 -0.11 2.65
C 0.72 -1.44 2.08
C 0.34 1.01 1.58
C -0.70 2.13 1.79
C -0.18 3.54 1.52
C -1.98 1.84 0.99
O -2.88 0.99 1.70
C -3.99 1.60 2.33
C -3.82 3.01 2.93
O -3.58 2.90 4.34
C -3.38 1.58 4.62
O -2.63 1.20 5.49
C -4.19 0.77 3.63
H 2.07 -0.17 3.83
H 1.23 1.40 3.87
H 0.63 0.02 4.82
H -0.80 -0.16 2.97
H 0.25 -1.67 1.12
H 1.81 -1.47 2.01
H 0.43 -2.25 2.77
H 0.23 0.55 0.60
H 1.35 1.42 1.62
H -0.99 2.07 2.85
H -0.21 3.80 0.46
H -0.71 4.28 2.12
H 0.87 3.63 1.82
H -2.47 2.76 0.64
H -1.71 1.27 0.10
H -4.91 1.48 1.75
H -4.80 3.49 2.83
H -3.16 3.70 2.41
H -5.22 0.68 3.97
H -3.67 -0.18 3.57
C 4.70 -0.37 5.83
Cl 3.30 -1.41 6.09
Cl 6.18 -1.28 6.14
Cl 4.72 0.23 4.16
Cl 4.62 1.00 6.94
C -3.04 -3.33 0.63
Cl -4.66 -4.05 0.63
Cl -3.10 -1.74 1.38
Cl -1.92 -4.39 1.49
Cl -2.48 -3.12 -1.04
C 1.34 -1.20 -2.09
Cl 1.21 -0.20 -0.63
Cl 1.57 -2.89 -1.66
Cl -0.15 -1.06 -3.05
Cl 2.70 -0.66 -3.07
C 6.43 -1.20 -3.63
Cl 5.70 0.20 -4.44
Cl 5.61 -2.67 -4.17
Cl 8.14 -1.29 -4.04
Cl 6.24 -1.03 -1.88
C 4.51 0.70 10.97
Cl 3.35 -0.38 10.20
Cl 4.16 0.83 12.70
Cl 6.14 0.07 10.75
Cl 4.40 2.31 10.23
C 2.78 -6.14 -3.79
Cl 2.16 -4.64 -4.47
Cl 1.90 -7.48 -4.53
Cl 4.51 -6.29 -4.13
Cl 2.53 -6.16 -2.04
C -1.43 6.70 4.52
Cl -0.54 7.65 5.72
Cl -1.44 5.00 4.99
Cl -3.10 7.28 4.44
Cl -0.67 6.89 2.94
C 3.67 3.51 -0.20
Cl 3.43 3.36 1.55
Cl 3.53 5.21 -0.66
Cl 5.27 2.90 -0.63
Cl 2.44 2.56 -1.06
C -5.65 0.53 -1.84
Cl -4.77 2.07 -1.81
Cl -6.89 0.57 -0.58
Cl -6.42 0.29 -3.41
Cl -4.55 -0.80 -1.53
C -2.41 2.70 -5.25
Cl -4.13 2.61 -4.91
Cl -1.78 4.26 -4.70
Cl -1.60 1.41 -4.37
Cl -2.13 2.53 -6.99
C -10.21 -0.61 1.82
Cl -11.80 -0.25 1.15
Cl -9.21 0.84 1.76
Cl -10.37 -1.15 3.49
Cl -9.44 -1.88 0.87
C 0.71 -1.60 -7.20
Cl -0.07 -2.54 -5.92
Cl 2.40 -1.32 -6.80
Cl 0.61 -2.48 -8.73
Cl -0.14 -0.05 -7.35
C -2.07 -6.40 -4.81
Cl -3.83 -6.37 -4.62
Cl -1.35 -5.15 -3.78
Cl -1.45 -7.98 -4.33
Cl -1.65 -6.08 -6.50
C 12.05 0.30 -3.19
Cl 11.54 -0.65 -4.59
Cl 10.87 0.08 -1.88
Cl 13.63 -0.25 -2.64
Cl 12.14 2.00 -3.65
C 12.33 4.02 0.57
Cl 11.59 5.46 -0.14
Cl 11.62 2.57 -0.16
Cl 14.07 4.03 0.25
Cl 12.05 4.01 2.31
C -11.57 3.93 0.14
Cl -11.88 3.64 1.86
Cl -12.82 3.14 -0.82
Cl -11.57 5.66 -0.18
Cl -9.99 3.25 -0.29
C 0.47 -9.26 0.15
Cl -1.10 -10.02 0.38
Cl 0.58 -7.80 1.13
Cl 1.75 -10.39 0.63
Cl 0.68 -8.83 -1.55
C -3.66 -1.10 -9.75
Cl -3.57 -0.06 -8.33
Cl -3.49 -2.79 -9.26
Cl -5.21 -0.87 -10.56
Cl -2.35 -0.67 -10.86
*
```

---

no.,E_tot (a.u.)
1,-3792.4636
2,-4800.1311
3,-3795.3778
4,-4932.6426
5,-6096.6893
6,-7941.2436
7,-34476.3038